The following is a quantum chemistry calculation of the ion C3H2O3P with charge -1, from the OMol25 dataset.

```
! wB97M-V def2-TZVPD RIJCOSX def2/J DEFGRID3
* xyz -1 1
C 1.103 -0.358 1.145
H 1.551 0.170 -0.846
P -0.903 0.571 -0.325
O -0.231 2.516 1.457
O -2.197 1.487 1.863
C -1.154 1.750 1.308
O 1.247 -0.769 2.236
C 0.842 0.019 -0.057
H -1.514 -0.511 0.305
*
```

The value obtained for the electronic energy is -682.62629 Ha. For the gap between HOMO and LUMO, the calculation gives 7.3 eV. The relative energy (zero: lowest compared OMol25 entry of this formula, charge and spin) comes out at 4.9 kcal/mol. The SMILES is O=C=CPC(=O)[O-].

The following is a quantum chemistry calculation of a structure of composition C3H2O3Rh, from the OMol25 dataset.

```
! wB97M-V def2-TZVPD RIJCOSX def2/J DEFGRID3
* xyz 2 6
C -0.116 2.008 0.093
Rh -0.367 -4.553 -0.211
H -0.501 2.283 1.076
O -0.078 -2.507 -0.115
O 1.815 0.601 -0.047
H -0.599 2.354 -0.822
C 1.156 1.593 0.013
O -1.004 -0.421 0.051
C -0.306 -1.358 -0.039
*
```

The value obtained for the electronic energy is -450.77299 Ha. For the gap between HOMO and LUMO (alpha / beta), the calculation gives 6.0 / 7.4 eV. The relative energy (zero: lowest compared OMol25 entry of this formula, charge and spin) comes out at 13.3 kcal/mol. As for the expectation value of S²: 8.77.

The following is a quantum chemistry calculation of a structure of composition C3H2O3Sn, from the OMol25 dataset.

```
! wB97M-V def2-TZVPD RIJCOSX def2/J DEFGRID3
* xyz 2 1
O 0.781 0.676 -0.384
C -1.268 -0.502 0.262
Sn 3.153 0.461 0.233
C -1.434 0.696 -0.218
H -2.193 0.550 0.854
C 0.983 -0.525 -0.078
O -0.185 -1.167 0.422
H -1.889 0.907 -1.187
O 2.052 -1.096 0.096
*
```

The value obtained for the electronic energy is -554.63682 Ha. For the gap between HOMO and LUMO, the calculation gives 9.8 eV. The relative energy (zero: lowest compared OMol25 entry of this formula, charge and spin) comes out at 75.3 kcal/mol.

The following is a quantum chemistry calculation of a structure of composition C3H2O3Sn, from the OMol25 dataset.

```
! wB97M-V def2-TZVPD RIJCOSX def2/J DEFGRID3
* xyz 2 1
H -2.799 -0.532 1.535
Sn 3.401 0.444 -2.452
O -1.082 -0.844 -1.230
O 2.275 0.429 -0.977
H -0.909 0.116 1.467
O 1.127 0.909 0.953
C -1.845 -0.409 1.027
C -1.691 -0.760 -0.222
C 1.522 0.648 -0.101
*
```

The value obtained for the electronic energy is -554.68238 Ha. For the gap between HOMO and LUMO (alpha / beta), the calculation gives 3.0 / 3.0 eV. The relative energy (zero: lowest compared OMol25 entry of this formula, charge and spin) comes out at 46.7 kcal/mol.

The following is a quantum chemistry calculation of a structure of composition C3H2O3Yb, from the OMol25 dataset.

```
! wB97M-V def2-TZVPD RIJCOSX def2/J DEFGRID3
* xyz 2 3
O -0.607 -1.361 0.288
C 0.407 -1.613 -0.446
Yb 2.737 0.349 0.250
O 1.587 -1.332 -0.546
O 0.809 1.218 0.045
C -1.163 -0.054 0.367
H -1.045 1.836 -0.493
H -2.240 -0.101 0.489
C -0.486 1.059 0.046
*
```

The value obtained for the electronic energy is -1499.14027 Ha. For the gap between HOMO and LUMO (alpha / beta), the calculation gives 8.9 / 6.6 eV. The relative energy (zero: lowest compared OMol25 entry of this formula, charge and spin) comes out at 0.0 kcal/mol. As for the expectation value of S²: 2.01.

The following is a quantum chemistry calculation of a structure of composition C3H2O3Yb, from the OMol25 dataset.

```
! wB97M-V def2-TZVPD RIJCOSX def2/J DEFGRID3
* xyz 3 2
O 1.755 -0.574 0.003
C 3.118 -3.253 -1.815
C 2.923 -4.455 -1.641
O 2.872 -2.030 -1.481
H 3.015 -5.477 -1.971
C 1.740 -1.677 -0.499
Yb 2.002 1.771 0.170
O 0.981 -2.621 -0.166
H 1.421 -3.647 -0.241
*
```

The value obtained for the electronic energy is -1498.54697 Ha. For the gap between HOMO and LUMO (alpha / beta), the calculation gives 10.1 / 6.8 eV. The relative energy (zero: lowest compared OMol25 entry of this formula, charge and spin) comes out at 24.3 kcal/mol. As for the expectation value of S²: 0.76.

The following is a quantum chemistry calculation of the molecule C3H2OS, from the OMol25 dataset.

```
! wB97M-V def2-TZVPD RIJCOSX def2/J DEFGRID3
* xyz 0 1
H -1.671 1.576 0.000
H -1.294 -1.575 0.000
O 2.647 -0.816 0.000
C -1.040 0.721 0.000
S 1.928 0.468 0.000
C 0.317 0.219 0.000
C -0.886 -0.594 0.000
*
```

The value obtained for the electronic energy is -588.80024 Ha. For the gap between HOMO and LUMO (alpha / beta), the calculation gives 8.6 / 8.6 eV. The relative energy (zero: lowest compared OMol25 entry of this formula, charge and spin) comes out at 51.8 kcal/mol.

The following is a quantum chemistry calculation of the molecule C3H2S, from the OMol25 dataset.

```
! wB97M-V def2-TZVPD RIJCOSX def2/J DEFGRID3
* xyz 0 1
C -0.538 -0.667 -0.089
C -0.566 0.671 0.047
H -1.057 -1.595 -0.136
C 0.695 0.038 -0.074
H -1.142 1.555 0.179
S 2.608 -0.001 0.074
*
```

The value obtained for the electronic energy is -513.55903 Ha. For the gap between HOMO and LUMO, the calculation gives 8.3 eV. The relative energy (zero: lowest compared OMol25 entry of this formula, charge and spin) comes out at 26.1 kcal/mol. The SMILES is S=c1cc1.

> Number 2 is which compound?

C3H2O3Rh

> Which of these has the lowest electronic energy?

number 5

> Look up the relative energy (zero: lowest compared OMol25 entry of this formula, charge and spin) of the sixth one.

24.3 kcal/mol

Repeat the third record exactly.
The following is a quantum chemistry calculation of a structure of composition C3H2O3Sn, from the OMol25 dataset.

```
! wB97M-V def2-TZVPD RIJCOSX def2/J DEFGRID3
* xyz 2 1
O 0.781 0.676 -0.384
C -1.268 -0.502 0.262
Sn 3.153 0.461 0.233
C -1.434 0.696 -0.218
H -2.193 0.550 0.854
C 0.983 -0.525 -0.078
O -0.185 -1.167 0.422
H -1.889 0.907 -1.187
O 2.052 -1.096 0.096
*
```

The value obtained for the electronic energy is -554.63682 Ha. For the gap between HOMO and LUMO, the calculation gives 9.8 eV. The relative energy (zero: lowest compared OMol25 entry of this formula, charge and spin) comes out at 75.3 kcal/mol.